C6H12NO3P | the ωB97M-V functional and the def2-TZVPD basis

Summary:
Kohn-Sham gap (spin up / spin down) ... 7.462 / 6.367 eV
Multiplicity ... 3
Lowest unoccupied orbital energy (spin up / spin down) ... 0.612 / -2.493 eV
Highest occupied orbital energy (spin up / spin down) ... -6.85 / -8.86 eV
Total energy ... -857.34950 Ha
<S²> ... 2.0652

Element x y z (Å)
1 C 1.289 -1.589 0.158
2 C 1.260 0.621 1.318
3 C 2.072 0.353 -1.050
4 C -2.060 -1.152 0.666
5 C -0.351 0.126 -0.557
6 C 1.025 -0.099 -0.009
7 N -2.915 -0.329 0.072
8 O 0.716 -2.468 -0.417
9 O -2.949 0.869 0.556
10 O -3.476 -0.584 -0.992
11 P -1.226 1.601 -0.282
12 H 2.122 -1.800 0.858
13 H 1.030 1.679 1.220
14 H 0.626 0.203 2.098
15 H 2.299 0.527 1.626
16 H 2.095 1.440 -1.094
17 H 1.824 -0.035 -2.036
18 H 3.062 -0.007 -0.774
19 H -1.749 -0.904 1.665
20 H -1.977 -2.160 0.301
21 H -0.667 -0.554 -1.338
22 H -1.910 1.797 -1.462
23 H -0.142 2.466 -0.527

Let us look at the Mulliken charges, expressed in e, one per atom: C -0.405; C -1.878; C -1.704; C -0.662; C -1.212; C 2.183; N 0.694; O -0.452; O -0.541; O -0.564; P 0.071; H 0.384; H 0.465; H 0.349; H 0.503; H 0.386; H 0.397; H 0.436; H 0.342; H 0.357; H 0.680; H 0.066; H 0.104